Model w:
ORCA calculation (wB97M-V/def2-TZVPD) on a cluster of 2 separate species, C8H18 in total.

Summary:
Lowest unoccupied orbital energy   1.14 eV
HOMO energy   -9.557 eV
Frontier orbital gap   10.695 eV
SMILES   C=CCC.CCCC
Molar mass   114.2 Da

Last columns: bonded neighbours and bond lengths (Å).
Geometry (Å):
1 C 0.6242 1.5689 -1.3664  C4 1.536, H5 1.087, H6 1.092, H7 1.089
2 C 0.4509 -2.0203 -2.9179  C3 1.522, H8 1.089, H9 1.093, H10 1.095
3 C 0.1130 -0.8349 -2.0256  C2 1.522, C4 1.527, H11 1.095, H12 1.093
4 C 0.9287 0.4175 -2.3361  C1 1.536, C3 1.527, H13 1.094, H14 1.093
5 H -0.4368 1.8065 -1.3779  C1 1.087
6 H 1.2199 2.4184 -1.7080  C1 1.092
7 H 0.9771 1.3248 -0.3652  C1 1.089
8 H -0.1510 -2.9023 -2.7038  C2 1.089
9 H 1.5032 -2.2988 -2.8152  C2 1.093
10 H 0.3039 -1.7594 -3.9711  C2 1.095
11 H 0.3125 -1.1346 -0.9917  C3 1.095
12 H -0.9471 -0.5946 -2.1436  C3 1.093
13 H 1.9928 0.1664 -2.2983  C4 1.094
14 H 0.7202 0.7294 -3.3632  C4 1.093
15 C -1.7250 1.2465 3.3105  C16 1.537, H19 1.090, H20 1.090, H21 1.089
16 C -1.1870 0.4370 2.1204  C15 1.537, C17 1.499, H22 1.096, H23 1.087
17 C 0.2516 0.0499 2.2876  C16 1.499, C18 1.331, H24 1.088
18 C 0.7837 -1.1557 2.1004  C17 1.331, H25 1.082, H26 1.084
19 H -1.2341 2.2185 3.3674  C15 1.090
20 H -2.7884 1.4278 3.1532  C15 1.090
21 H -1.5924 0.7257 4.2574  C15 1.089
22 H -1.2865 1.0618 1.2257  C16 1.096
23 H -1.7986 -0.4503 1.9754  C16 1.087
24 H 0.9138 0.8557 2.5992  C17 1.088
25 H 1.8100 -1.3506 2.3815  C18 1.082
26 H 0.2415 -1.9535 1.6055  C18 1.084

Atomic partial charges in e from the Mulliken method, atoms 1 to 5: atom 1 (C): -1.0078, atom 2 (C): -1.3730, atom 3 (C): 0.1177, atom 4 (C): -0.5050, atom 5 (H): 0.2971



Model x:
ORCA calculation (wB97M-V/def2-TZVPD) on a cluster of 2 separate species, C8H18 in total.

Summary:
Lowest unoccupied orbital energy   1.14 eV
HOMO energy   -9.171 eV
Frontier orbital gap   10.307 eV
SMILES   C/C=C/C.CC(C)C
Molar mass   114.2 Da

Last columns: bonded neighbours and bond lengths (Å).
Geometry (Å):
1 C -0.3800 2.1424 1.8311  C2 1.496, H5 1.091, H6 1.093, H7 1.091
2 C -0.5662 0.7275 2.2782  C1 1.496, C3 1.324, H8 1.087
3 C -1.3889 -0.1405 1.7096  C2 1.324, C4 1.494, H9 1.088
4 C -1.6029 -1.5442 2.1735  C3 1.494, H10 1.089, H11 1.093, H12 1.094
5 H -0.7847 2.3131 0.8328  C1 1.091
6 H -0.8914 2.8283 2.5118  C1 1.093
7 H 0.6707 2.4359 1.8167  C1 1.091
8 H -0.0066 0.4174 3.1576  C2 1.087
9 H -1.9250 0.1851 0.8201  C3 1.088
10 H -1.1351 -1.7134 3.1427  C4 1.089
11 H -2.6664 -1.7793 2.2650  C4 1.093
12 H -1.1850 -2.2688 1.4678  C4 1.094
13 C 0.7242 0.6575 -2.9662  C14 1.519, H17 1.092, H18 1.094, H19 1.091
14 C 1.1888 -0.4698 -2.0610  C13 1.519, C15 1.526, C16 1.529, H20 1.096
15 C 1.8414 0.0746 -0.7935  C14 1.526, H21 1.090, H22 1.092, H23 1.092
16 C 0.0265 -1.4050 -1.7253  C14 1.529, H24 1.092, H25 1.090, H26 1.094
17 H 0.3228 0.2838 -3.9104  C13 1.092
18 H -0.0713 1.2369 -2.4878  C13 1.094
19 H 1.5325 1.3521 -3.2006  C13 1.091
20 H 1.9430 -1.0568 -2.5974  C14 1.096
21 H 2.0710 -0.7170 -0.0796  C15 1.090
22 H 1.1922 0.7975 -0.2946  C15 1.092
23 H 2.7732 0.5915 -1.0336  C15 1.092
24 H -0.4097 -1.8124 -2.6393  C16 1.092
25 H 0.3455 -2.2362 -1.0971  C16 1.090
26 H -0.7633 -0.8587 -1.2017  C16 1.094

Atomic partial charges in e from the Mulliken method, atoms 1 to 5: atom 1 (C): -1.2409, atom 2 (C): -0.0954, atom 3 (C): 0.0797, atom 4 (C): -1.1106, atom 5 (H): 0.2681



Order from most stable to least stable according to the calculation: model x, model w



Model w:
ORCA calculation (wB97M-V/def2-TZVPD) on the molecule C13H19NO3.

Summary:
Lowest unoccupied orbital energy   0.70 eV
HOMO energy   -8.709 eV
Frontier orbital gap   9.407 eV
SMILES   CCOCCCNC(=O)c1ccc(OC)cc1
Molar mass   237.3 Da

Last columns: bonded neighbours and bond lengths (Å).
Geometry (Å):
1 C -6.3315 -0.8844 -0.6281  C2 1.528, H34 1.088, H35 1.087, H36 1.087
2 C -5.1626 -1.2252 0.2953  C1 1.528, O3 1.413, H32 1.098, H33 1.093
3 O -4.6732 -0.1091 1.0101  C2 1.413, C4 1.410
4 C -3.8171 0.7542 0.2960  O3 1.410, C5 1.533, H30 1.093, H31 1.098
5 C -2.3639 0.2664 0.2722  C4 1.533, H6 1.091, H7 1.093, C8 1.528
6 H -2.0091 0.1694 1.2994  C5 1.091
7 H -2.3140 -0.7199 -0.1972  C5 1.093
8 C -1.4677 1.2397 -0.4925  C5 1.528, N9 1.442, H28 1.093, H29 1.097
9 N -0.0862 0.8258 -0.4643  C8 1.442, C10 1.357, H27 1.007
10 C 0.8922 1.5778 0.1007  N9 1.357, O11 1.216, C12 1.490
11 O 0.6834 2.6847 0.5583  C10 1.216
12 C 2.2470 0.9580 0.0889  C10 1.490, C13 1.395, C17 1.389
13 C 3.3535 1.8042 0.0138  C12 1.395, C14 1.375, H26 1.079
14 C 4.6307 1.2949 0.0097  C13 1.375, C15 1.398, H25 1.078
15 C 4.8417 -0.0838 0.1012  C14 1.398, C16 1.392, O20 1.358
16 C 3.7431 -0.9320 0.2032  C15 1.392, C17 1.384, H19 1.079
17 C 2.4610 -0.4103 0.1937  C12 1.389, C16 1.384, H18 1.081
18 H 1.6283 -1.0910 0.3045  C17 1.081
19 H 3.8723 -1.9990 0.2971  C16 1.079
20 O 6.1386 -0.4868 0.0902  C15 1.358, C21 1.407
21 C 6.4233 -1.8610 0.1944  O20 1.407, H22 1.095, H23 1.089, H24 1.095
22 H 6.0555 -2.2776 1.1376  C21 1.095
23 H 7.5089 -1.9394 0.1666  C21 1.089
24 H 5.9992 -2.4245 -0.6430  C21 1.095
25 H 5.4919 1.9403 -0.0571  C14 1.078
26 H 3.1833 2.8684 -0.0417  C13 1.079
27 H 0.1423 -0.0698 -0.8632  N9 1.007
28 H -1.4997 2.2295 -0.0311  C8 1.093
29 H -1.8081 1.3235 -1.5318  C8 1.097
30 H -3.8680 1.7120 0.8207  C4 1.093
31 H -4.1746 0.9044 -0.7310  C4 1.098
32 H -4.3596 -1.7053 -0.2800  C2 1.098
33 H -5.4979 -1.9242 1.0663  C2 1.093
34 H -6.0196 -0.2166 -1.4279  C1 1.088
35 H -7.1194 -0.3979 -0.0592  C1 1.087
36 H -6.7239 -1.7952 -1.0720  C1 1.087

Atomic partial charges in e from the Mulliken method, atoms 1 to 5: atom 1 (C): -1.0937, atom 2 (C): -0.1495, atom 3 (O): -0.3705, atom 4 (C): -0.4733, atom 5 (C): -0.1934



Model x:
ORCA calculation (wB97M-V/def2-TZVPD) on the molecule C13H19NO3.

Summary:
Lowest unoccupied orbital energy   0.82 eV
HOMO energy   -9.041 eV
Frontier orbital gap   9.864 eV
SMILES   C=CCN1C(=O)CC[C@]12CCCC21OCCO1
Molar mass   237.3 Da

Last columns: bonded neighbours and bond lengths (Å).
Geometry (Å):
1 O 3.5939 -0.2854 -0.6311  C4 1.165
2 O -1.1929 -1.7550 -0.1139  C9 1.388, C16 1.493
3 O -2.1683 0.0804 -1.0469  C10 1.437, C16 1.461
4 C 2.4976 0.0292 -0.8707  O1 1.165, N7 1.369, C11 1.534
5 C 1.0542 -0.0651 3.6129  C6 1.364, H18 1.111, H19 1.139
6 C 1.8234 0.0697 2.4948  C5 1.364, C8 1.514, H20 1.133
7 N 1.5328 -0.0503 0.0967  C4 1.369, C8 1.451, C17 1.485
8 C 1.7489 -0.8458 1.2913  C6 1.514, N7 1.451, H21 1.127, H22 1.123
9 C -2.3769 -2.1378 -0.7280  O2 1.388, C10 1.523, H23 1.160, H24 1.084
10 C -2.5669 -1.0751 -1.8026  O3 1.437, C9 1.523, H25 1.119, H26 1.132
11 C 2.0641 0.3413 -2.3083  C4 1.534, C14 1.515, H27 1.132, H28 1.069
12 C -1.0072 1.9288 0.7550  C13 1.549, C15 1.489, H29 1.067, H30 1.055
13 C -1.4657 0.4985 1.1318  C12 1.549, C16 1.566, H31 1.111, H32 1.134
14 C 0.5798 0.1661 -2.0598  C11 1.515, C17 1.585, H33 1.065, H34 1.090
15 C 0.0632 1.8872 -0.2786  C12 1.489, C17 1.525, H35 1.128, H36 1.109
16 C -1.0536 -0.2693 -0.1695  O2 1.493, O3 1.461, C13 1.566, C17 1.515
17 C 0.2604 0.3956 -0.5249  N7 1.485, C14 1.585, C15 1.525, C16 1.515
18 H 0.2433 -0.8132 3.7448  C5 1.111
19 H 1.4131 0.5219 4.5201  C5 1.139
20 H 2.7449 0.7085 2.6585  C6 1.133
21 H 0.8750 -1.5465 1.4175  C8 1.127
22 H 2.6466 -1.5185 1.2451  C8 1.123
23 H -3.2626 -2.1266 0.0217  C9 1.160
24 H -2.4496 -3.1503 -1.1077  C9 1.084
25 H -3.6327 -1.0019 -2.1344  C10 1.119
26 H -1.8993 -1.3315 -2.6806  C10 1.132
27 H 2.4863 -0.3549 -3.0951  C11 1.132
28 H 2.3922 1.3369 -2.5190  C11 1.069
29 H -1.8825 2.3351 0.3005  C12 1.067
30 H -0.8116 2.5318 1.5988  C12 1.055
31 H -2.5582 0.4295 1.3188  C13 1.111
32 H -0.8602 0.3141 2.0726  C13 1.134
33 H 0.0174 0.7739 -2.7299  C14 1.065
34 H 0.4895 -0.8846 -2.3362  C14 1.090
35 H -0.3129 2.4343 -1.1909  C15 1.128
36 H 0.9746 2.4288 0.0475  C15 1.109

Atomic partial charges in e from the Mulliken method, atoms 1 to 5: atom 1 (O): -0.6191, atom 2 (O): -0.4431, atom 3 (O): -0.4453, atom 4 (C): 0.3049, atom 5 (C): -0.8909



Order from most stable to least stable according to the calculation: model w, model x